(1)
The following is a DFT calculation (the ωB97M-V functional and the def2-TZVPD basis) of a molecular structure, C36H58Br21ClF19O4PSSi2 in a non-equilibrium geometry.

Values from the calculation:
- LUMO energy: -0.866 eV
- HOMO-LUMO gap: 8.21 eV
- E_HOMO: -9.075 eV

```
! RIJCOSX wB97M-V def2-TZVPD def2/J DEFGRID3
* xyz 0 1
C 2.299 -3.003 1.469
C 1.341 -1.877 2.211
F 0.070 -2.536 2.598
C 1.101 -0.518 1.272
Si 1.554 1.105 2.170
C 0.559 1.058 3.869
C -1.010 0.609 3.687
C -2.020 1.804 3.198
F -1.467 3.104 3.736
F -1.886 1.899 1.720
C -3.565 1.683 3.726
F -4.098 3.092 3.844
F -3.600 1.175 5.150
C -4.528 0.675 2.877
F -5.675 0.326 3.798
F -3.768 -0.613 2.723
C -5.178 1.252 1.504
F -4.658 2.553 1.026
F -6.645 1.485 1.785
C -5.096 0.229 0.202
F -5.586 1.059 -0.963
F -3.678 -0.125 -0.170
C -6.102 -1.059 0.282
F -7.454 -0.554 -0.167
F -6.319 -1.617 1.636
C -5.668 -2.175 -0.852
F -5.287 -1.605 -2.164
F -6.915 -2.990 -1.107
C -4.524 -3.241 -0.374
F -3.784 -2.878 0.854
F -3.495 -3.272 -1.480
F -5.014 -4.661 -0.275
O 1.133 2.601 1.434
Si 1.305 2.732 -0.283
C 3.042 2.384 -1.026
C 3.487 0.820 -1.147
C 2.667 -0.027 -2.334
Br 5.414 0.865 -1.827
S -0.346 1.860 -1.448
O -0.009 2.256 -2.940
O -0.393 0.323 -1.421
F -1.865 2.633 -1.123
P 3.684 0.952 2.855
O 4.305 -0.586 2.215
Cl 4.850 2.563 2.110
H 3.225 -3.218 2.190
H 2.770 -2.594 0.453
H 1.673 -3.999 1.284
H 1.921 -1.539 3.195
H 1.641 -0.728 0.258
H -0.067 -0.528 1.025
H 1.084 0.175 4.479
H 0.724 2.024 4.512
H -1.149 -0.277 2.898
H -1.317 0.114 4.730
H 1.109 4.188 -0.553
H 3.009 2.805 -2.144
H 3.842 3.084 -0.483
H 3.554 0.226 -0.142
H 1.957 -0.849 -1.896
H 3.456 -0.596 -3.026
H 2.102 0.717 -3.057
H 4.929 -0.412 1.448
Br 2.243 8.594 1.622
C 3.639 7.243 1.794
C 3.572 6.240 0.666
Br 2.106 4.979 0.925
H 3.526 6.791 2.783
H 4.579 7.799 1.759
H 4.476 5.624 0.643
H 3.427 6.699 -0.316
Br -8.173 -3.513 1.583
C -9.634 -4.802 1.671
C -9.398 -5.964 0.735
Br -9.747 -5.463 -1.117
H -10.556 -4.254 1.458
H -9.652 -5.142 2.711
H -10.097 -6.778 0.946
H -8.376 -6.351 0.774
Br 5.225 -2.711 -1.777
C 3.764 -4.000 -1.689
C 4.000 -5.162 -2.625
Br 3.651 -4.661 -4.477
H 2.842 -3.452 -1.902
H 3.746 -4.340 -0.649
H 3.301 -5.976 -2.414
H 5.022 -5.549 -2.586
Br 0.535 -2.947 -4.855
C 0.168 -1.054 -5.152
C 0.867 -0.548 -6.391
Br 2.773 -0.285 -6.071
H 0.462 -0.526 -4.241
H -0.918 -0.990 -5.269
H 0.488 0.439 -6.673
H 0.778 -1.223 -7.247
Br -5.009 1.427 -6.655
C -5.956 1.163 -4.971
C -7.091 0.179 -5.129
Br -8.614 0.995 -6.035
H -6.282 2.150 -4.630
H -5.203 0.775 -4.279
H -7.474 -0.129 -4.152
H -6.818 -0.710 -5.703
Br 5.871 7.458 -0.931
C 6.393 9.164 -1.718
C 5.967 10.323 -0.847
Br 4.052 10.660 -1.006
H 5.964 9.196 -2.723
H 7.483 9.121 -1.795
H 6.447 11.249 -1.175
H 6.176 10.167 0.215
Br -1.375 -2.168 5.856
C -2.836 -3.457 5.945
C -2.600 -4.619 5.009
Br -2.949 -4.118 3.156
H -3.758 -2.909 5.731
H -2.854 -3.796 6.984
H -3.299 -5.433 5.220
H -1.578 -5.006 5.047
Br -1.541 -6.987 7.121
C 0.387 -7.186 7.336
C 1.105 -5.880 7.087
Br 1.204 -5.479 5.181
H 0.702 -7.988 6.663
H 0.526 -7.511 8.371
H 2.145 -5.942 7.419
H 0.625 -5.023 7.568
Br 3.193 2.928 -8.534
C 1.344 3.549 -8.574
C 0.971 4.244 -7.286
Br 0.670 2.960 -5.850
H 0.720 2.678 -8.793
H 1.296 4.245 -9.416
H 0.022 4.776 -7.396
H 1.735 4.943 -6.934
Br 7.515 -2.277 1.499
C 8.947 -1.062 0.971
C 8.665 -0.433 -0.373
Br 8.988 -1.692 -1.827
H 9.877 -1.637 0.994
H 8.978 -0.301 1.755
H 9.348 0.400 -0.560
H 7.634 -0.081 -0.479
*
```

Results of the Mulliken charge analysis, in e, for atoms 1 through 99: -0.54, 0.57, -0.28, 1.65, 0.21, -0.52, -0.49, 1.08, -0.38, -0.15, 0.03, -0.30, -0.31, 0.70, -0.33, -0.12, 0.46, -0.25, -0.29, 0.46, -0.29, -0.11, 0.48, -0.29, -0.22, 0.45, -0.20, -0.24, 0.60, -0.10, -0.24, -0.24, -0.44, 0.28, -0.65, 0.99, 0.05, -0.19, 0.64, -0.36, -0.34, -0.29, -0.10, -0.28, -0.22, 0.25, -0.26, 0.38, 0.04, -1.48, 0.09, 0.23, 0.35, 0.06, 0.10, -0.11, 0.40, 0.26, -0.87, -0.07, 0.39, -0.19, 0.15, -0.15, -0.55, -0.98, 0.16, 0.39, 0.32, 0.43, 0.54, 0.03, -0.66, -0.58, -0.14, 0.36, 0.33, 0.36, 0.34, 0.01, -0.50, -0.70, -0.16, 0.28, 0.31, 0.41, 0.40, -0.16, -0.06, -0.41, -0.09, -0.25, 0.42, 0.06, 0.46, -0.15, -0.43, -0.48, -0.15

(2)
The following is a DFT calculation (the ωB97M-V functional and the def2-TZVPD basis) of 2 unconnected molecules or ions with the total composition C3H7N3O2 in a non-equilibrium geometry.

Values from the calculation:
- LUMO energy: -0.338 eV
- Relative energy (zero: lowest compared OMol25 entry of this formula, charge and spin): 205.3 kcal per mole
- HOMO-LUMO gap: 8.26 eV
- E_HOMO: -8.596 eV

```
! RIJCOSX wB97M-V def2-TZVPD def2/J DEFGRID3
* xyz 0 1
C -0.575 -1.929 0.161
C 0.335 -1.361 -0.535
C 1.303 0.266 0.510
N -0.414 1.954 0.361
N 0.906 1.475 -0.003
N 2.606 -0.143 0.107
O 3.141 -1.041 0.708
O 3.015 0.297 -0.955
H -1.106 -2.808 -0.152
H -1.078 -1.428 1.052
H 0.671 -1.427 -1.564
H 1.089 -0.025 1.521
H -0.987 1.235 0.042
H -0.582 1.820 1.352
H 1.657 2.021 -0.490
*
```

Calculated atomic charges, method natural (NBO), unit e: -0.47, -0.15, 0.10, -0.60, -0.50, 0.49, -0.37, -0.41, 0.21, 0.20, 0.21, 0.20, 0.34, 0.33, 0.42

(3)
The following is a DFT calculation (the ωB97M-V functional and the def2-TZVPD basis) of a molecular structure, C2H6NO2P2 in a non-equilibrium geometry.

Values from the calculation:
- LUMO energy: 4.253 eV
- Relative energy (zero: lowest compared OMol25 entry of this formula, charge and spin): 13.6 kcal per mole
- HOMO-LUMO gap: 8.58 eV
- E_HOMO: -4.324 eV

```
! RIJCOSX wB97M-V def2-TZVPD def2/J DEFGRID3
* xyz -1 1
C -0.461 0.044 -1.313
C 0.626 0.025 -0.203
N 0.168 0.405 1.114
O -0.338 -0.730 -2.253
O -1.314 0.913 -1.074
P 1.781 -1.401 -0.177
P -1.399 1.456 1.289
H 1.321 1.015 -0.893
H 0.896 0.788 1.723
H 0.787 -2.420 -0.049
H 2.031 -1.712 -1.654
H -2.450 0.631 0.859
H -1.647 0.985 2.631
*
```

Calculated atomic charges, method natural (NBO), unit e: 0.75, -0.39, -0.91, -0.74, -0.77, 0.24, 0.50, 0.12, 0.37, -0.03, 0.01, -0.03, -0.12

(4)
The following is a DFT calculation (the ωB97M-V functional and the def2-TZVPD basis) of C2H6N2OS in the gas phase in a non-equilibrium geometry.

Values from the calculation:
- LUMO energy: 0.298 eV
- Relative energy (zero: lowest compared OMol25 entry of this formula, charge and spin): 130.2 kcal per mole
- HOMO-LUMO gap: 8.12 eV
- E_HOMO: -7.822 eV
- SMILES: CS/N=C\NO

```
! RIJCOSX wB97M-V def2-TZVPD def2/J DEFGRID3
* xyz 0 1
C -2.430 -0.137 -0.019
S -0.667 -0.791 0.026
N -0.148 0.818 0.137
C 1.179 0.952 -0.065
N 2.199 0.067 0.242
O 1.883 -1.343 -0.197
H -3.082 -1.125 -0.544
H -2.779 0.100 1.113
H -2.623 0.893 -0.589
H 1.381 1.947 -0.573
H 2.980 0.327 -0.389
H 2.108 -1.708 0.857
*
```

Calculated atomic charges, method natural (NBO), unit e: -0.78, 0.39, -0.61, 0.19, -0.36, -0.57, 0.22, 0.22, 0.24, 0.20, 0.37, 0.49